No. 1
Entry from the Open Molecules 2025 dataset: a structure of composition C26H32NO5SSr (wB97M-V/def2-TZVPD).

Geometry as XYZ:
```
66
Properties=species:S:1:pos:R:3:forces:R:3
O 0.4967 0.0401 -5.0698 -0.1 1.2 -2.1
C 0.4748 1.2584 -5.9413 0.1 0.6 0.6
C 0.3279 0.5208 -7.2480 0.1 -0.6 1.0
H 1.4249 1.7973 -5.8501 -0.3 0.0 0.2
H -0.3802 1.9134 -5.7440 0.3 -0.2 0.2
C 0.4113 -0.7149 -6.3007 0.0 -0.6 -1.7
H 1.1987 0.6310 -7.9012 -0.5 -0.1 -0.1
H -0.6416 0.6303 -7.7406 0.3 0.1 -0.1
C 1.6539 -1.4734 -6.7075 0.2 -0.5 0.2
H 2.5434 -0.8345 -6.6752 -0.1 -0.1 0.1
H 1.4844 -1.7800 -7.7513 0.2 0.0 0.3
H 1.8220 -2.3793 -6.1190 0.1 0.1 0.1
C -0.8133 -1.5872 -6.4163 0.0 -0.3 0.1
H -1.7178 -1.0363 -6.1302 0.2 -0.2 -0.1
H -0.7118 -2.4928 -5.8044 -0.2 0.2 -0.1
H -0.8690 -1.8799 -7.4773 -0.2 0.0 0.4
Sr 0.4914 -0.1160 0.9053 -1.2 -0.2 1.2
C -2.2327 -0.7684 2.5219 0.0 0.4 0.1
C -2.1925 0.6233 2.7672 -0.6 0.1 -0.4
C -2.4445 1.2996 1.5409 0.1 -0.4 0.1
H -2.0700 1.1037 3.7412 0.1 -0.2 -0.4
C -2.6259 0.3032 0.5331 0.2 0.2 0.1
C -2.4771 -0.9709 1.1450 -0.1 0.1 -0.3
H -2.6084 -1.9369 0.6507 0.0 0.3 0.2
H -2.1541 -1.5513 3.2806 0.1 0.3 -0.4
H -2.5575 2.3830 1.4118 0.1 -0.5 0.0
H -2.9347 0.4921 -0.4975 0.1 -0.2 0.5
C 1.1700 -2.2357 2.8695 0.3 -0.4 -0.6
C 0.2815 -2.8208 1.9323 0.6 0.0 0.1
C 0.9233 -2.8538 0.6637 0.4 0.0 0.2
H -0.6954 -3.2310 2.1735 0.2 0.2 -0.2
C 2.2376 -2.3028 0.8234 -0.2 0.1 0.4
C 2.3777 -1.9046 2.1934 -0.3 -0.4 -0.4
H 3.2754 -1.4975 2.6676 -0.4 -0.1 -0.3
H 1.0062 -2.1531 3.9424 -0.1 0.2 -0.3
H 0.5120 -3.2822 -0.2500 0.1 0.1 0.2
H 3.0203 -2.2456 0.0621 -0.3 0.0 0.2
O 0.5414 1.0419 -1.5228 -0.8 -0.1 -0.2
C -0.4805 0.1699 -2.1810 0.6 -0.2 -0.3
C -1.5357 1.1243 -2.7369 0.3 0.6 0.7
H -0.8427 -0.6184 -1.4816 0.1 0.8 -0.2
H 0.0292 -0.3299 -3.0225 -0.2 0.2 0.5
C -0.6076 2.2827 -3.1587 1.1 -0.4 -0.6
H -2.2220 1.4597 -1.9355 0.4 -0.1 -0.4
H -2.1392 0.6974 -3.5413 0.3 0.0 0.0
C 0.3414 2.4263 -1.9552 -0.9 -0.2 0.3
H -1.0670 3.2012 -3.5560 0.0 -0.2 0.6
H 0.0643 1.8983 -3.9479 -0.7 0.3 0.6
H -0.1897 2.9741 -1.1541 0.5 -0.2 -0.1
H 1.3328 2.8879 -2.1594 -0.7 -0.4 0.0
O 1.6948 3.7354 6.3855 0.2 0.1 -0.1
S 2.2089 2.4291 6.0643 -1.2 -1.5 -1.3
O 3.5450 2.1020 6.4865 0.1 0.2 0.0
N 1.9462 2.0189 4.4929 0.3 0.6 -0.4
C 1.0032 1.1008 4.2605 0.6 0.6 -0.7
O 0.6106 0.7398 3.1042 1.0 0.7 2.2
C 0.4754 0.5592 5.5678 -0.7 -0.6 0.1
C -0.5004 -0.4228 5.7847 0.2 0.3 -0.3
C -0.8578 -0.7876 7.0808 0.5 0.4 0.2
C -0.2304 -0.1683 8.1760 0.1 0.2 -0.3
C 0.7116 0.8546 7.9568 -0.1 -0.2 -0.2
C 1.0639 1.1908 6.6450 -0.5 -0.4 1.3
H -0.9627 -0.8728 4.9135 0.0 0.0 0.1
H -1.6177 -1.5473 7.2472 0.2 0.1 -0.1
H -0.4873 -0.4857 9.1962 0.1 0.3 -0.5
H 1.1649 1.3916 8.7894 -0.1 -0.2 -0.1
```
Positions in Å, forces in eV/Å.

Results
* net charge: -1
* orbital gap: 5.8 eV

=====

No. 2
Entry from the Open Molecules 2025 dataset: a cluster of 21 separate species, C70H148N2O19S7 in total (wB97M-V/def2-TZVPD).

Geometry as XYZ:
```
246
Properties=species:S:1:pos:R:3:forces:R:3
C 2.0328 -0.2424 -5.1765 0.5 0.6 0.2
C 1.7743 -0.2300 -3.6590 -0.8 -1.6 -0.2
C 2.6833 -1.3605 -3.1204 0.4 -0.4 0.0
O 3.2276 -2.0762 -4.2952 -0.4 1.4 0.8
C 3.3021 -1.0642 -5.3012 0.1 -0.2 -0.4
H 2.2116 0.7763 -5.5205 -0.2 0.0 -0.3
H 1.2532 -0.7039 -5.7827 -0.2 0.1 0.3
H 0.7942 -0.6580 -3.4487 -0.5 0.6 -0.1
H 1.8263 0.7577 -3.2008 0.4 -0.2 0.1
H 2.1515 -2.1013 -2.5233 -0.2 -0.1 -0.2
H 3.4215 -1.0088 -2.3997 0.7 0.1 -0.5
H 3.3924 -1.4956 -6.2981 0.0 -0.4 0.1
H 4.1931 -0.4497 -5.1725 0.2 0.2 0.3
C -1.7521 4.4266 -5.2296 1.0 1.7 -0.1
C -1.9283 2.9460 -5.1288 -0.5 -0.4 -0.1
C -0.5136 2.4082 -5.3761 -0.3 -0.2 -0.5
O 0.3523 3.5472 -5.5082 0.3 -0.7 -0.5
C -0.2772 4.6060 -4.8250 -0.4 -0.3 0.6
H -2.4410 5.0854 -4.7011 -0.1 -0.3 0.3
H -1.7246 4.8061 -6.2510 -0.4 -0.3 -0.3
H -2.5733 2.5484 -5.9124 -0.3 0.1 0.2
H -2.3552 2.7006 -4.1563 0.2 -0.3 0.0
H -0.5365 1.8542 -6.3145 0.4 0.2 -0.2
H -0.2018 1.6692 -4.6380 0.3 0.3 0.5
H 0.1295 5.5880 -5.0668 0.2 -0.2 -0.4
H -0.0563 4.4126 -3.7753 -0.5 0.3 0.6
C 1.8351 1.8238 5.8475 0.7 0.1 -0.6
C 3.2748 2.3442 6.0399 0.5 0.7 0.4
C 3.3000 3.5400 5.0257 0.0 -0.4 0.6
O 2.2275 3.3082 4.1208 -0.1 -0.2 -0.3
C 1.7425 1.9957 4.3559 -0.8 0.2 -0.3
H 1.1215 2.5483 6.2399 0.1 -0.1 0.5
H 1.5478 0.8099 6.1262 0.4 0.1 0.4
H 4.1285 1.6993 5.8318 -0.5 -0.8 -0.6
H 3.5570 2.6249 7.0546 -0.6 0.5 0.1
H 4.2185 3.5818 4.4403 0.2 0.0 0.3
H 3.1193 4.4920 5.5248 0.1 0.1 -0.1
H 2.3330 1.2370 3.8422 0.2 -0.1 -0.2
H 0.7137 1.9608 3.9977 0.0 -0.1 -0.2
C -4.9185 -2.4920 0.9916 -1.0 -1.3 1.1
C -3.4482 -2.5869 0.7121 1.4 0.7 -0.4
C -2.7831 -2.7506 2.0879 1.6 -0.5 -0.9
O -3.7321 -2.4892 3.0501 -1.6 -0.6 0.1
C -4.9964 -2.8914 2.4954 -0.5 2.0 0.2
H -5.5804 -3.1856 0.4731 0.2 0.0 -0.5
H -5.2979 -1.4838 0.8250 0.0 -0.1 0.1
H -3.1324 -1.6412 0.2717 0.2 0.0 -0.1
H -3.0807 -3.3713 0.0504 -0.4 -0.1 -0.1
H -1.9269 -2.1006 2.2681 0.0 0.3 -0.3
H -2.3819 -3.7593 2.1861 -0.1 -0.4 0.1
H -5.7139 -2.2230 2.9715 -0.3 -0.3 0.2
H -5.2636 -3.9194 2.7402 0.4 -0.2 -0.3
C 1.3224 -6.1736 2.1448 -1.3 -0.9 -0.5
C 1.0840 -6.0749 0.6221 0.1 0.2 -0.6
C 0.0448 -4.9559 0.4472 1.0 -0.6 2.7
O 0.4698 -4.0804 1.5355 -0.5 1.6 0.2
C 1.0435 -4.7769 2.6578 1.3 -0.2 -1.5
H 2.2809 -6.5490 2.5030 0.0 -0.1 -0.4
H 0.5435 -6.8560 2.4852 0.1 -0.2 0.4
H 0.7147 -6.9727 0.1265 0.3 -0.3 0.3
H 1.9959 -5.7527 0.1196 0.1 0.0 -0.2
H -0.9613 -5.2092 0.7814 -0.3 -0.6 -0.7
H 0.0566 -4.5178 -0.5509 0.1 0.4 0.4
H 0.5406 -4.7969 3.6246 -0.9 0.4 -0.3
H 2.0169 -4.3190 2.8339 0.0 0.4 0.2
C -4.7087 0.9079 2.3608 0.2 -0.7 -0.3
C -5.7445 0.6674 3.4727 -0.8 -0.4 -0.2
C -6.0119 2.0813 4.0243 0.4 -0.9 -0.6
O -4.9712 2.8624 3.4633 -0.6 2.3 0.6
C -3.9791 2.1120 2.8696 1.0 -0.8 0.2
H -5.1705 1.1813 1.4121 -0.2 -0.2 0.1
H -4.0286 0.0838 2.1455 -0.1 -0.2 0.3
H -5.4496 -0.0229 4.2630 0.6 0.2 -0.1
H -6.6737 0.2291 3.1085 -0.1 0.1 -0.3
H -5.9951 2.0685 5.1140 0.1 0.3 0.1
H -6.9596 2.4905 3.6742 -0.1 0.1 0.1
H -3.2083 1.8234 3.5842 0.2 -0.2 0.5
H -3.4303 2.6726 2.1129 -0.4 0.3 -0.3
C -0.0192 -8.4883 -2.9661 0.5 -0.2 -0.4
C 1.3279 -7.8289 -3.1740 1.0 0.3 0.8
C 1.0690 -6.3052 -3.1640 0.7 -0.9 -0.5
O -0.2383 -6.1569 -2.7031 -1.3 0.3 0.9
C -0.8299 -7.3850 -2.2970 -0.3 -0.9 -1.6
H 0.0929 -9.3924 -2.3676 -0.2 0.1 0.1
H -0.4408 -8.7871 -3.9258 -0.2 0.1 0.0
H 1.8592 -8.1654 -4.0642 0.0 0.0 0.1
H 1.9141 -8.0719 -2.2877 0.4 0.0 -0.1
H 1.1779 -5.9375 -4.1843 -0.3 0.3 -0.2
H 1.7338 -5.7131 -2.5352 0.3 -0.3 0.1
H -1.7834 -7.4547 -2.8205 -0.5 0.4 0.8
H -0.9166 -7.5772 -1.2276 0.0 0.6 0.1
C -5.1166 0.7748 -3.9029 1.3 -0.1 -2.3
C -5.0550 -0.7484 -4.2585 -0.3 0.3 -0.5
C -5.2005 -1.4345 -2.8962 0.7 1.2 0.4
O -5.2400 -0.2925 -1.9768 -1.4 -1.2 2.4
C -4.5986 0.8096 -2.5177 -0.2 -0.2 -0.8
H -6.0641 1.2894 -4.0620 -0.2 -0.4 0.4
H -4.3917 1.3347 -4.4937 -0.1 0.0 -0.6
H -4.1448 -0.9858 -4.8092 0.2 0.0 0.5
H -5.8370 -1.0987 -4.9322 -0.2 0.3 0.1
H -4.3852 -2.0674 -2.5456 0.3 0.0 -0.5
H -6.0864 -2.0667 -2.8353 -0.3 0.5 0.3
H -3.5215 0.6540 -2.4555 0.4 0.1 -0.2
H -4.8169 1.8067 -2.1351 -0.4 -0.3 1.1
C 3.4671 3.3138 -3.5326 -1.5 -0.2 1.0
C 4.5849 2.8073 -4.3705 0.9 0.5 -1.7
C 5.2009 4.1463 -4.8606 -0.6 -0.4 0.7
O 5.1148 5.0055 -3.7326 0.5 -0.2 0.8
C 3.9649 4.6171 -2.9610 0.3 1.1 -0.4
H 3.1491 2.6870 -2.6995 0.2 -0.4 0.0
H 2.5451 3.5092 -4.0802 0.2 -0.2 -0.5
H 4.3075 2.2767 -5.2813 -0.4 -0.4 0.2
H 5.3350 2.2086 -3.8538 0.0 0.1 0.2
H 4.5750 4.6378 -5.6054 0.0 -0.5 -0.6
H 6.2141 3.9950 -5.2327 0.1 0.5 0.2
H 3.2193 5.4035 -3.0782 -0.2 0.1 0.0
H 4.1847 4.5763 -1.8942 0.5 -0.1 0.0
C 5.2891 -6.3145 -3.5940 -0.2 -1.3 0.4
C 5.5694 -4.8487 -3.4222 0.5 0.9 -0.1
C 4.4858 -4.3476 -2.4674 0.5 -1.1 -1.6
O 4.1231 -5.5208 -1.7594 -0.1 -1.2 1.2
C 4.9750 -6.6646 -2.1604 -0.4 1.7 0.5
H 6.1273 -6.9338 -3.9134 0.1 0.3 -0.4
H 4.3911 -6.6208 -4.1306 0.1 0.5 -0.6
H 5.6013 -4.2037 -4.3003 0.1 -0.3 -0.2
H 6.5198 -4.7667 -2.8948 0.3 0.1 -0.2
H 3.6666 -4.0604 -3.1266 -0.4 0.4 0.6
H 4.8783 -3.5344 -1.8570 -0.5 0.0 0.3
H 4.4514 -7.6018 -1.9720 -0.2 0.2 -0.1
H 5.8925 -6.6281 -1.5732 0.1 -0.2 0.3
C -3.0099 5.3530 0.1174 -0.4 0.0 1.6
C -3.3018 4.6634 -1.1650 -1.0 -1.0 -1.6
C -4.8383 4.9665 -1.3769 0.6 -1.1 -0.1
O -5.2503 5.7409 -0.2840 -0.7 1.6 -0.5
C -4.4097 5.4231 0.7938 0.9 0.0 -0.6
H -2.6565 6.3649 -0.0810 0.1 0.0 0.3
H -2.3571 4.8425 0.8255 0.5 0.0 -0.4
H -3.1214 3.5887 -1.1872 -0.2 -0.3 0.6
H -2.7359 4.9462 -2.0526 0.2 0.7 0.2
H -5.4629 4.0738 -1.3422 0.3 -0.6 -0.1
H -5.0360 5.3696 -2.3701 -0.1 0.8 0.3
H -4.7771 4.4728 1.1810 0.5 -0.4 0.4
H -4.4171 6.1564 1.6002 -0.4 0.2 -0.3
C 0.6104 -0.6425 0.0758 0.4 -2.4 0.5
C -0.1512 0.5352 -0.3710 -0.5 2.1 -1.7
C -0.9559 1.1248 0.7784 0.8 -1.2 1.0
O -0.7299 0.1506 1.8189 -0.1 -0.3 0.6
C 0.5156 -0.5684 1.5990 -0.4 1.0 0.0
H 1.6023 -0.7505 -0.3631 0.3 0.6 0.5
H 0.1856 -1.5825 -0.2764 -0.6 -0.1 0.2
H -0.8422 0.3425 -1.1916 0.2 -0.1 -0.2
H 0.5870 1.2598 -0.7146 -0.2 0.4 -0.3
H -2.0279 1.2086 0.5999 0.0 -0.2 0.0
H -0.6128 2.0977 1.1304 0.2 0.2 -0.1
H 0.4966 -1.4768 2.2012 -0.4 -0.3 -0.6
H 1.3515 -0.0188 2.0317 0.2 0.5 -0.1
C 5.0748 -3.8392 1.3048 -0.2 -0.1 -0.3
S 4.7262 -2.0880 0.9323 -0.8 0.4 0.2
O 3.6209 -1.9478 -0.1012 0.9 -0.5 0.5
C 3.9352 -1.5611 2.4796 1.0 -0.2 0.0
H 5.8515 -3.9586 2.0602 -0.1 0.5 0.2
H 5.4918 -4.2501 0.3854 -0.2 0.0 -0.1
H 4.1946 -4.4082 1.6041 -0.1 0.2 -0.1
H 2.9641 -2.0336 2.6273 0.0 0.1 -0.1
H 3.9310 -0.4716 2.4447 -0.5 0.0 -0.2
H 4.6121 -1.8034 3.2988 -0.1 -0.3 0.1
C -7.1084 2.5119 0.3025 -0.4 1.0 0.6
S -8.6361 1.7423 0.8548 -2.1 1.1 0.0
O -9.6309 2.7841 1.4090 2.0 -1.4 -0.6
C -9.2182 1.4803 -0.8248 -0.6 -0.4 -0.9
H -6.5623 2.7633 1.2117 0.3 -0.2 -0.2
H -7.3710 3.4664 -0.1536 -0.1 0.0 -0.3
H -6.5995 1.8480 -0.3963 0.1 0.0 0.3
H -9.5714 2.3980 -1.2951 0.5 0.5 0.4
H -10.1112 0.8577 -0.8801 0.1 -0.3 0.5
H -8.4515 1.0273 -1.4534 0.1 -0.1 0.1
C 6.5570 -0.9485 -3.3192 -0.8 -0.6 0.2
S 7.0129 -1.3531 -1.5982 1.4 1.1 -0.7
O 8.3923 -1.9573 -1.7030 -1.0 0.3 0.3
C 7.1552 0.4448 -1.1329 -0.5 -0.4 -0.6
H 7.4039 -0.6485 -3.9364 0.1 0.1 0.4
H 5.7484 -0.2176 -3.3150 0.1 0.2 0.0
H 6.1069 -1.8585 -3.7159 0.2 -0.1 -0.2
H 7.4224 0.6483 -0.0960 0.2 -0.3 -0.3
H 6.1748 0.8816 -1.3233 -0.3 -0.2 0.4
H 7.7552 0.9717 -1.8748 0.6 -0.3 0.2
C -0.8911 4.3887 4.4466 -0.4 0.2 -0.4
S -1.6478 5.8566 5.2648 -1.6 0.5 -0.6
O -1.7991 7.0170 4.2983 0.7 -1.2 0.5
C -3.4124 5.2278 5.3670 0.6 0.0 -0.1
H 0.1552 4.5755 4.2052 -0.1 0.3 0.2
H -1.4327 4.1569 3.5296 -0.1 0.1 -0.1
H -0.9319 3.5026 5.0800 -0.2 0.2 0.3
H -4.0931 6.0232 5.6705 0.6 0.3 0.4
H -3.4661 4.4083 6.0836 0.0 -0.1 -0.2
H -3.7928 4.9566 4.3822 0.5 -0.4 -0.1
C 1.3791 -3.1927 6.5033 0.4 -1.1 -0.8
S 3.2064 -3.2682 6.6527 -0.6 0.6 0.1
O 3.8953 -3.1878 5.3114 -0.9 0.3 0.9
C 3.3246 -1.6216 7.4757 0.9 -0.5 -0.7
H 0.9785 -2.3136 5.9985 0.1 0.1 0.3
H 0.9317 -3.4441 7.4649 0.2 0.6 0.2
H 1.1403 -4.0700 5.9021 -0.1 0.0 -0.3
H 3.2347 -0.8453 6.7159 0.0 -0.1 -0.1
H 4.3588 -1.6696 7.8168 -0.1 0.5 0.4
H 2.6051 -1.4459 8.2754 0.1 -0.4 0.0
C 3.6228 1.7744 0.4391 0.5 0.1 -0.5
S 4.9483 2.3604 1.5838 0.4 2.0 -1.8
O 6.2081 2.5425 0.7274 -1.5 -0.7 1.2
C 4.3207 4.1271 1.6023 -0.4 -0.4 0.1
H 3.9513 0.8506 -0.0372 0.0 -0.4 0.5
H 3.5536 2.4693 -0.3979 0.0 0.4 0.2
H 2.6397 1.6662 0.8972 0.2 0.0 0.3
H 3.2814 4.2644 1.9008 0.0 -0.5 0.2
H 4.3752 4.4629 0.5667 0.4 -0.1 0.0
H 4.9170 4.7641 2.2556 0.3 -0.3 -0.1
C -0.9044 -2.9427 -5.4765 -1.0 -0.1 0.3
S -2.0808 -3.9362 -4.4957 -0.2 0.9 0.4
O -3.4131 -3.2418 -4.6724 0.9 -0.6 0.2
C -1.4296 -3.4319 -2.8384 -0.6 0.5 0.0
H -1.0214 -3.2409 -6.5183 0.6 -0.4 0.1
H 0.0657 -3.0434 -4.9898 0.2 0.1 -0.6
H -1.3122 -1.9320 -5.4584 0.2 0.2 0.4
H -2.1495 -3.8162 -2.1158 0.2 -0.5 0.0
H -1.4982 -2.3548 -2.6864 0.0 0.3 -0.6
H -0.4114 -3.7476 -2.6112 -0.2 -0.3 -0.3
N 0.8622 6.2988 -0.6926 -0.8 -1.0 2.1
C 0.3777 7.2569 0.1860 -0.1 -0.8 0.6
C 0.3276 6.6873 1.4772 -0.3 2.5 -1.4
C 0.8274 5.4006 1.3897 -0.4 -1.3 0.0
C 1.0173 5.1251 0.0765 1.0 0.4 -2.2
H 0.9591 6.3741 -1.6951 -0.1 0.0 0.4
H -0.0048 8.1889 -0.2032 0.2 0.1 0.2
H -0.0950 7.1713 2.3452 0.2 0.0 0.0
H 0.9374 4.6778 2.1846 -0.1 0.0 0.0
H 1.2234 4.1993 -0.4400 0.4 0.0 0.1
N -2.6243 -1.0157 4.9618 0.2 1.2 1.8
C -3.4756 -0.5895 5.9873 1.4 0.9 -0.5
C -2.7834 0.4233 6.6771 -2.7 -1.5 0.9
C -1.5187 0.5176 6.1669 1.5 0.6 -0.9
C -1.4397 -0.3320 5.0942 0.0 -0.5 -0.6
H -2.8772 -1.6335 4.2039 -0.2 0.0 0.2
H -4.4597 -0.9982 6.1634 0.1 0.0 -0.2
H -3.1871 0.9430 7.5334 0.0 0.0 0.0
H -0.7499 1.2094 6.4780 0.0 -0.1 0.0
H -0.6403 -0.4611 4.3795 -0.1 0.0 0.0
```
Positions in Å, forces in eV/Å.

Results
* orbital gap: 8.4 eV

=====

No. 3
Entry from the Open Molecules 2025 dataset: a structure of composition C6H11NO12P2PbSe3Te (wB97M-V/def2-TZVPD).

Geometry as XYZ:
```
37
Properties=species:S:1:pos:R:3:forces:R:3
Pb -1.1962 -0.4347 -1.5187 0.4 1.3 0.0
O 0.5357 -0.7716 2.5054 -0.5 0.2 -0.2
C 1.7388 -0.0710 2.3764 -0.1 -0.1 -0.1
C 1.9721 0.5984 1.0231 -0.1 -0.2 0.0
N 1.7912 -0.1949 -0.2056 0.0 -0.1 0.2
C 2.5704 -1.4347 -0.2627 -0.3 0.0 -0.2
C 2.0183 -2.3840 -1.3591 1.5 0.5 0.1
O 2.7354 -2.6925 -2.3057 -0.4 0.0 0.4
O 0.8071 -2.7675 -1.1798 -0.8 0.0 -1.4
C 2.1781 0.6781 -1.3147 -0.3 -0.1 0.1
C 1.2674 1.9164 -1.4219 0.3 0.3 -0.1
O 1.8027 3.0146 -1.4981 0.0 0.0 0.0
O -0.0119 1.7273 -1.4335 -0.1 -0.4 0.1
H -0.1992 -0.2019 2.1792 0.3 -0.6 0.1
H 2.5348 -0.7843 2.6135 0.0 0.0 -0.1
H 1.7776 0.7298 3.1282 0.2 0.1 0.0
H 2.9959 1.0139 1.0484 0.0 0.1 0.0
H 1.2760 1.4381 0.9462 0.1 0.0 0.0
H 2.4935 -1.9739 0.6832 -0.1 0.1 0.1
H 3.6303 -1.2322 -0.4742 0.0 -0.1 0.0
H 2.1394 0.1277 -2.2595 -0.1 -0.1 0.0
H 3.2094 1.0284 -1.1651 0.0 0.1 -0.2
O -3.3151 3.0161 -1.2700 -0.1 -0.2 0.1
P -4.0079 1.6108 -0.9098 -0.1 0.0 0.2
O -5.4626 1.6860 -1.0629 -0.1 0.0 0.0
O -3.2757 0.4948 -1.6564 0.5 0.0 0.0
O -3.6121 1.4391 0.6782 0.0 0.2 -0.4
P -2.1379 1.3390 1.3088 0.2 -0.5 0.0
O -1.3394 2.5843 0.6754 -0.2 0.0 -0.1
O -2.1936 1.4140 2.7719 0.0 0.1 0.1
O -1.4852 0.0610 0.7339 0.1 0.4 -0.5
H -2.5222 3.1342 -0.7191 0.0 0.2 -0.1
H -0.7784 2.3330 -0.1102 0.1 0.0 0.1
Se -0.5220 -3.6378 0.1425 1.6 -1.0 2.1
Se -0.8366 -5.7993 0.0440 0.0 0.2 -0.3
Te -4.0786 -4.4140 -0.6225 -0.2 0.2 -0.2
Se -2.4994 -2.5907 -0.1089 -2.1 -0.8 0.2
```
Positions in Å, forces in eV/Å.

Results
* net charge: -2
* energy above the lowest of the compared OMol25 structures with the same formula, charge and spin: 37.7 kcal per mole
* orbital gap: 5.5 eV